Here is a structure of composition C35H35N8O4Ti from the Open Molecules 2025 dataset. Energies are from the ωB97M-V functional and the def2-TZVPD basis.

* electronic energy: -80090.08761 eV
* orbital gap (spin up / spin down): 5.60 / 5.91 eV
* 2S+1: 2
* <S²>: 0.752
* net charge: 0
* ΔE to the lowest compared entry with this formula, charge and spin: 11.9 kcal/mol
* HOMO energy (spin up / spin down): -5.69 / -6.00 eV
* LUMO (spin up / spin down): -0.09 / -0.09 eV

Geometry (Å):
Ti1 -1.130 -0.321 0.196
O1 -2.991 -0.259 3.881
C1 -2.522 0.121 2.807
N1 -2.848 -0.279 1.511
C2 -3.866 -1.176 1.320
C3 -4.990 -1.243 2.159
C4 -6.030 -2.153 1.864
C5 -5.891 -3.070 0.858
C6 -4.752 -3.036 0.058
C7 -3.761 -2.063 0.192
N2 -2.630 -1.899 -0.563
C8 -2.437 -2.476 -1.788
O2 -3.108 -3.418 -2.282
C9 -1.255 -2.036 -2.535
C10 -1.077 -2.464 -3.856
C11 0.188 -2.344 -4.432
C12 1.286 -1.828 -3.698
C13 1.040 -1.511 -2.340
N3 -0.229 -1.492 -1.823
C14 -1.301 0.937 2.831
C15 -0.671 1.166 4.084
C16 0.516 1.907 4.106
C17 0.852 2.659 2.931
C18 0.169 2.307 1.785
N4 -0.787 1.421 1.683
H1 -4.996 -0.569 3.056
H2 -6.941 -2.124 2.512
H3 -6.689 -3.828 0.695
H4 -4.589 -3.739 -0.752
H5 -1.965 -2.801 -4.370
H6 0.300 -2.602 -5.475
H7 2.288 -1.759 -4.042
H8 1.835 -1.204 -1.644
H9 -1.169 0.684 4.877
H10 1.166 1.904 5.017
H11 1.688 3.352 3.017
H12 0.412 2.797 0.826
C19 0.779 -3.574 0.812
C20 0.411 -2.515 1.848
C21 -0.437 -3.061 2.962
O3 -0.310 -1.461 1.217
H13 1.216 -4.506 1.218
H14 1.534 -3.130 0.094
H15 -0.136 -3.800 0.292
H16 1.365 -2.087 2.249
H17 -1.179 -3.771 2.510
H18 -1.092 -2.284 3.383
H19 0.158 -3.617 3.796
C22 4.784 2.345 -1.968
N5 3.312 2.171 -1.991
N6 2.721 1.400 -0.959
C23 1.379 1.325 -1.166
O4 0.562 0.735 -0.405
C24 1.108 2.071 -2.389
C25 2.290 2.717 -2.807
C26 2.505 3.626 -3.916
C27 3.530 0.879 0.142
C28 3.944 1.834 1.116
C29 5.021 1.609 1.927
C30 5.585 0.367 1.966
C31 4.976 -0.656 1.238
C32 4.029 -0.424 0.218
H20 5.125 3.345 -1.527
H21 5.079 2.335 -3.022
H22 5.331 1.583 -1.397
H23 0.185 2.043 -2.945
H24 1.606 4.276 -3.972
H25 2.666 3.048 -4.847
H26 3.391 4.272 -3.634
H27 3.357 2.755 1.159
H28 5.443 2.417 2.499
H29 6.564 0.224 2.401
H30 5.189 -1.691 1.470
H31 3.592 -1.192 -0.452
N7 -4.144 2.556 -1.309
C33 -3.223 3.529 -0.906
C34 -2.032 2.860 -0.770
N8 -2.191 1.529 -1.022
C35 -3.482 1.391 -1.410
H32 -5.117 2.740 -1.445
H33 -3.466 4.548 -0.765
H34 -1.041 3.214 -0.683
H35 -3.999 0.466 -1.479